No. 1
{
  "formula": "C24H21N3O5",
  "method": "the ωB97M-V functional and the def2-TZVPD basis",
  "elements": ["C", "O", "C", "C", "C", "C", "C", "C", "C", "C", "N", "N", "C", "C", "O", "C", "O", "C", "C", "C", "O", "C", "C", "C", "C", "C", "C", "N", "C", "C", "O", "C", "H", "H", "H", "H", "H", "H", "H", "H", "H", "H", "H", "H", "H", "H", "H", "H", "H", "H", "H", "H", "H"],
  "xyz": [[-8.13367, -0.89770, -0.02930], [-7.36565, 0.25333, -0.30044], [-6.00979, 0.24990, -0.21606], [-5.42009, 1.46998, -0.54812], [-4.05697, 1.65242, -0.52033], [-3.22146, 0.59782, -0.16199], [-1.77165, 0.79860, -0.13943], [-0.86707, -0.28512, -0.19534], [0.49139, -0.05650, -0.16390], [1.34208, -1.22579, -0.24466], [0.91929, -2.45588, -0.17062], [1.98560, -3.25840, -0.30015], [3.01685, -2.49207, -0.44883], [4.43646, -2.91245, -0.61583], [5.26878, -1.81428, -0.93869], [5.56671, -0.97904, 0.08359], [5.19637, -1.16423, 1.21309], [6.39933, 0.14626, -0.38691], [6.27117, 1.46402, 0.33866], [7.48882, 0.63848, 0.53754], [2.68363, -1.18940, -0.42787], [0.96976, 1.28079, -0.06324], [2.32125, 1.66221, 0.02267], [2.66910, 2.98462, 0.09718], [1.68835, 3.98698, 0.09072], [0.36588, 3.65339, 0.02227], [-0.02952, 2.29955, -0.04834], [-1.34429, 2.04220, -0.08981], [-3.79998, -0.62357, 0.18139], [-5.17234, -0.81833, 0.16476], [-5.75666, -2.01342, 0.50907], [-4.93229, -3.09240, 0.87447], [-8.01540, -1.22941, 1.00396], [-9.16674, -0.59280, -0.19717], [-7.88292, -1.71937, -0.70306], [-6.08291, 2.27248, -0.83080], [-3.61825, 2.60200, -0.77794], [-1.20984, -1.30118, -0.29440], [4.77394, -3.38378, 0.31706], [4.52031, -3.62690, -1.43732], [6.57809, 0.14554, -1.45272], [6.33676, 2.36332, -0.25410], [5.55486, 1.50361, 1.14537], [8.41773, 0.95016, 0.08603], [7.59754, 0.11933, 1.47737], [3.09173, 0.90856, 0.03776], [3.71043, 3.26294, 0.16449], [1.98883, 5.02290, 0.14751], [-0.41201, 4.40038, 0.02799], [-3.16150, -1.43218, 0.49460], [-5.61364, -3.91608, 1.08378], [-4.25749, -3.38062, 0.06224], [-4.34891, -2.87088, 1.77382]],
  "nbo_charge": [-0.240, -0.492, 0.258, -0.239, -0.169, -0.100, 0.221, -0.198, -0.066, 0.441, -0.276, -0.284, 0.444, -0.131, -0.493, 0.800, -0.604, -0.356, -0.393, -0.384, -0.403, -0.020, -0.207, -0.212, -0.206, -0.182, 0.148, -0.413, -0.275, 0.288, -0.524, -0.252, 0.183, 0.188, 0.182, 0.226, 0.235, 0.239, 0.233, 0.230, 0.242, 0.222, 0.234, 0.223, 0.233, 0.225, 0.211, 0.215, 0.225, 0.217, 0.200, 0.179, 0.178],
  "homo_ev": -7.753,
  "smiles": "COc1ccc(-c2cc(-c3nnc(COC(=O)C4CC4)o3)c3ccccc3n2)cc1OC",
  "molar_mass_g_mol": 431.45,
  "relative_energy_kcal_mol": 46.88,
  "energy_ha": -1467.58561,
  "homo_lumo_gap_ev": 7.35
}

***

No. 2
{
  "formula": "C24H22BClF4O7P",
  "method": "the ωB97M-V functional and the def2-TZVPD basis",
  "elements": ["C", "C", "C", "C", "C", "C", "C", "C", "C", "C", "C", "O", "Cl", "C", "O", "C", "C", "C", "C", "C", "C", "C", "O", "O", "C", "C", "O", "C", "P", "C", "O", "C", "O", "H", "H", "H", "H", "H", "H", "H", "H", "H", "H", "H", "H", "H", "H", "H", "H", "H", "H", "H", "H", "H", "H", "B", "F", "F", "F", "F"],
  "xyz": [[4.91012, 1.19700, 2.15628], [5.42817, -0.35374, 2.34041], [5.24117, -1.11073, 0.87575], [3.75287, -0.92505, 0.21425], [2.44351, -1.25939, 1.15669], [0.90733, -1.16148, 0.58127], [0.57549, -0.71136, -0.96436], [1.88945, -0.35928, -1.92062], [3.46431, -0.45919, -1.36595], [4.72187, -0.14876, -2.37118], [5.74653, 1.02653, -1.87157], [5.42242, 2.28345, -1.54077], [7.58710, 0.59775, -1.80299], [-0.99990, -0.67068, -1.52687], [-1.10033, -0.79531, -2.86793], [-2.28334, -0.57269, -0.48960], [-1.92863, -1.06834, 1.06944], [-3.05497, -1.10960, 2.27929], [-4.58015, -0.61149, 1.84351], [-4.94360, -0.11238, 0.29725], [-6.50139, 0.30785, 0.02525], [-7.59465, -0.29727, 1.08238], [-7.96061, -1.60085, 1.10005], [-8.22903, 0.68552, 2.01943], [-8.32367, 0.09289, 3.38482], [-7.27469, 0.50168, 4.60639], [-9.30898, -0.79075, 3.70479], [-3.80842, -0.04223, -0.92729], [-4.11344, 0.55956, -2.69846], [-5.67283, 1.61429, -2.93849], [-2.79244, 1.71105, -3.00064], [-0.39502, -1.55520, 1.52682], [-0.15569, -2.22766, 2.66010], [5.58058, 1.88233, 2.84223], [5.01495, 1.47218, 0.99932], [3.76147, 1.21230, 2.47989], [4.88602, -0.92586, 3.22516], [6.60094, -0.37623, 2.55512], [6.13877, -0.84078, 0.16366], [5.36815, -2.27265, 1.11464], [2.65274, -1.57685, 2.26407], [1.76699, -0.04876, -3.06701], [4.35317, 0.12662, -3.44653], [5.36329, -1.15301, -2.42384], [-2.85359, -1.47819, 3.37766], [-5.37574, -0.63575, 2.72726], [-6.65847, 1.48355, -0.10829], [-6.78481, -0.14816, -1.04126], [-7.83135, 0.68456, 5.64556], [-6.82215, 1.56232, 4.30816], [-6.40706, -0.30377, 4.69789], [-6.63361, 0.92453, -3.01506], [-5.90492, 2.36983, -2.04371], [-5.64917, 2.25966, -3.93977], [-3.08986, 2.56787, -2.53265], [10.29101, 0.11600, -4.28399], [10.22964, -1.25196, -4.77233], [10.74259, 0.11747, -2.90205], [11.22159, 0.88016, -5.09873], [8.97024, 0.71840, -4.36283]],
  "nbo_charge": [-0.647, -0.403, -0.485, 0.037, -0.189, -0.108, -0.104, -0.162, 0.013, -0.558, 0.542, -0.540, 0.004, 0.504, -0.520, -0.059, -0.088, -0.167, -0.217, 0.009, -0.553, 0.779, -0.517, -0.568, 0.770, -0.729, -0.513, -0.341, 1.107, -1.007, -0.924, 0.517, -0.552, 0.221, 0.239, 0.215, 0.204, 0.222, 0.259, 0.235, 0.254, 0.258, 0.277, 0.273, 0.270, 0.228, 0.258, 0.267, 0.270, 0.238, 0.255, 0.251, 0.220, 0.279, 0.471, 1.375, -0.592, -0.594, -0.590, -0.596],
  "homo_ev": -7.344,
  "molar_mass_g_mol": 575.66,
  "energy_ha": -2679.69302,
  "charge": -1,
  "homo_lumo_gap_ev": 6.70
}

***

No. 3
{
  "formula": "C24H22BrCl3FIrN5O3",
  "method": "the ωB97M-V functional and the def2-TZVPD basis",
  "elements": ["Ir", "F", "C", "C", "C", "C", "O", "C", "C", "N", "C", "C", "C", "C", "C", "C", "N", "C", "C", "N", "C", "C", "C", "O", "O", "H", "H", "H", "H", "H", "H", "H", "H", "H", "H", "H", "H", "H", "H", "H", "H", "H", "H", "Cl", "C", "Cl", "Cl", "C", "N", "Br", "C", "C", "C", "C", "C", "N", "H", "H", "H", "H"],
  "xyz": [[-0.39460, 0.44610, 0.11800], [5.88450, -0.46570, -2.50260], [5.66570, -0.39050, -1.18320], [4.37160, -0.25920, -0.76870], [4.03380, -0.17090, 0.58880], [2.63640, 0.01450, 0.94540], [1.79540, 0.21550, 0.03020], [2.39800, -0.02090, 2.34500], [3.43770, -0.17800, 3.22970], [4.73380, -0.25340, 2.90180], [5.64720, -0.22600, 4.01740], [6.94990, 0.52720, 4.02640], [6.95580, -0.96410, 4.13160], [5.06440, -0.27160, 1.55610], [6.37700, -0.39180, 1.09200], [6.74110, -0.41930, -0.25830], [8.05260, -0.47720, -0.64250], [8.44670, -0.66460, -2.03450], [9.96160, -0.78770, -2.17480], [10.48740, -1.73930, -1.16270], [10.17130, -1.30090, 0.23700], [9.16390, -0.14780, 0.21710], [1.00020, 0.11710, 2.99050], [0.95460, -0.05060, 4.18570], [0.04820, 0.42010, 2.22070], [3.58800, -0.21120, -1.50850], [3.17530, -0.21210, 4.28120], [5.08000, -0.16550, 4.93650], [7.16530, 1.10490, 4.91070], [7.28180, 1.01680, 3.12600], [7.16860, -1.40320, 5.09340], [7.30550, -1.58260, 3.32160], [7.15880, -0.49360, 1.80970], [8.11590, 0.17470, -2.65870], [7.96430, -1.56830, -2.42100], [10.46510, 0.17170, -2.04560], [10.18820, -1.14850, -3.17990], [11.50240, -1.84410, -1.27870], [10.07740, -2.66410, -1.34490], [11.07930, -0.97250, 0.74540], [9.76090, -2.14980, 0.78620], [9.63710, 0.77250, -0.14170], [8.85160, 0.05130, 1.23830], [-5.17670, -2.39160, -1.24660], [-4.60480, -0.86530, -0.53370], [-5.32210, 0.54990, -1.37630], [-4.96280, -0.80830, 1.23510], [-3.19100, -0.68340, -0.61850], [-2.06580, -0.43160, -0.62030], [-2.41200, 2.47420, 1.09030], [-0.93370, 3.44050, 0.37640], [-0.85400, 4.81910, 0.45470], [0.27770, 5.43470, -0.05850], [1.26610, 4.65710, -0.64770], [1.08320, 3.28530, -0.70910], [0.00920, 2.69040, -0.19330], [-1.65640, 5.38170, 0.90390], [0.38250, 6.50800, 0.00220], [2.15950, 5.10670, -1.05190], [1.80920, 2.64260, -1.18510]],
  "mulliken_spin": [2.989, 0.001, 0.002, 0.000, 0.015, 0.024, 0.234, -0.053, 0.005, 0.013, -0.001, 0.002, 0.001, 0.005, 0.001, -0.003, -0.001, 0.000, 0.000, 0.000, 0.000, 0.000, 0.019, 0.053, 0.330, -0.011, 0.005, 0.000, 0.000, 0.000, 0.000, 0.000, 0.000, 0.000, 0.000, 0.000, 0.000, 0.000, 0.000, 0.000, 0.000, 0.000, 0.000, 0.005, 0.005, 0.010, 0.007, 0.102, -0.031, 0.093, 0.014, 0.005, 0.006, 0.004, -0.007, 0.150, 0.002, 0.000, 0.000, 0.004],
  "homo_ev": [-15.675, -15.647],
  "molar_mass_g_mol": 825.95,
  "relative_energy_kcal_mol": 16.53,
  "energy_ha": -5584.93682,
  "multiplicity": 5,
  "s_squared": 6.01,
  "charge": 3,
  "homo_lumo_gap_ev": [7.96, 4.48]
}